No. 1
Entry from the OMol25 dataset: a 2-piece molecular cluster, CH7ISi2 overall in a non-equilibrium geometry (the ωB97M-V functional and the def2-TZVPD basis).

Cartesian coordinates (Å):
C -1.28401 -2.12293 -0.80537
Si -1.72802 -1.79951 0.88677
Si 2.47401 1.69522 -0.60876
I -2.63205 -1.19438 -2.36816
H -0.21907 -2.26598 -1.07290
H -0.98199 -1.91506 2.12910
H 3.67053 2.33685 -0.94295
H -3.17938 -1.52026 0.98885
H 1.64161 2.74833 -0.02972
H 1.97274 1.39978 -1.87979
H 2.67982 0.65412 0.26768

**Spin multiplicity**: 1
**E_HOMO**: -8.4 eV
**Energy relative to the best compared isomer or geometry (same formula, charge and spin)**: 367.1 kJ/mol
**Energy**: -918.81824 Eh



No. 2
Entry from the OMol25 dataset: a 2-piece molecular cluster, C20H21NOS2 overall in a non-equilibrium geometry (the ωB97M-V functional and the def2-TZVPD basis).

Cartesian coordinates (Å):
C -5.38457 3.36588 2.01763
C -4.04418 4.06477 2.08422
O -2.99348 3.11709 2.27614
C -1.74187 3.63895 2.25335
S -0.45233 2.56101 2.22315
S -1.42339 5.28228 2.23402
H -6.21023 4.06351 1.86411
H -5.39926 2.63075 1.21149
H -5.56799 2.81460 2.94000
H -3.83290 4.61088 1.15544
H -4.01447 4.79220 2.90531
C 4.24490 -0.96351 3.21201
N 3.36527 -0.91064 2.04854
C 2.18769 -0.22687 1.96137
C 1.56532 -0.52838 0.74068
C 0.24221 -0.18197 0.40685
C -0.39142 -0.37280 -0.86640
C 0.24289 -0.03504 -2.08057
C -0.41388 -0.18395 -3.27512
C -1.71316 -0.68417 -3.31577
C -2.42488 -0.82295 -4.61544
C -2.34534 -1.03002 -2.12412
C -1.70937 -0.86633 -0.92228
C 2.43345 -1.46978 0.05505
C 2.30792 -2.19135 -1.13586
C 3.27294 -3.11149 -1.46682
C 4.35843 -3.34459 -0.62029
C 4.50235 -2.65251 0.55865
C 3.53310 -1.70467 0.89829
H 5.19943 -1.41484 2.94463
H 4.42833 0.04223 3.58685
H 3.78212 -1.55758 3.99957
H 1.78422 0.39783 2.73853
H -0.37375 0.18927 1.21106
H 1.24014 0.36801 -2.05504
H 0.06747 0.10633 -4.19454
H -3.47711 -1.07130 -4.46376
H -2.37860 0.11021 -5.18093
H -1.98266 -1.61348 -5.22447
H -3.35025 -1.41623 -2.15342
H -2.19397 -1.16403 -0.00863
H 1.45237 -2.04204 -1.76568
H 3.18878 -3.66241 -2.38894
H 5.09279 -4.08454 -0.89175
H 5.32694 -2.84836 1.22287

**Spin multiplicity**: 1
**E_HOMO**: -5.9 eV
**Energy relative to the best compared isomer or geometry (same formula, charge and spin)**: 148.7 kJ/mol
**Energy**: -1701.00282 Eh



No. 3
Entry from the OMol25 dataset: one molecule with the formula C5H9NO (the ωB97M-V functional and the def2-TZVPD basis).

Cartesian coordinates (Å):
C 2.11596 -0.45481 0.21210
C 0.98810 0.51329 -0.10971
C -0.13666 0.05406 -1.06412
N -1.15221 0.37465 -0.01564
C -2.54098 -0.28417 0.33207
C -0.10945 0.64432 0.94861
O -0.17142 0.81296 2.12668
H 1.72567 -1.45072 0.44852
H 2.68354 -0.09868 1.07709
H 2.80084 -0.54746 -0.63706
H 1.38440 1.50123 -0.37350
H -0.27553 0.61762 -1.98862
H -0.15069 -1.02298 -1.25823
H -1.95154 1.10199 0.00387
H -2.88820 -0.60344 -0.65894
H -2.32181 -1.15787 0.95688

**Spin multiplicity**: 1
**E_HOMO**: -7.4 eV
**Energy relative to the best compared isomer or geometry (same formula, charge and spin)**: 486.9 kJ/mol
**Energy**: -325.75209 Eh